C5H12NO2 | ωB97M-V/def2-TZVPD

Output
Net charge: +1
Orbital gap in eV: 11.28
Energy above the lowest of the compared OMol25 structures with the same formula, charge and spin in kcal per mole: 46.7
Lowest unoccupied orbital energy in eV: -3.1

The geometry in XYZ format:
```
20
Properties=species:S:1:pos:R:3:forces:R:3:lowdin_charge:R:1
O -0.10710 1.13822 2.18724 3.3 4.9 0.7 0.14
O 1.57710 1.99023 -1.86570 -1.2 -1.1 2.8 -0.01
N -0.46591 0.44749 -0.41917 1.6 2.9 -0.8 0.08
C 0.27511 -0.44132 -1.47103 1.8 2.1 0.1 -0.11
C -0.17757 -1.73066 0.62248 -0.3 0.3 0.2 -0.11
C 0.13885 -1.76493 -0.89344 -3.1 -3.5 1.5 -0.18
C -0.80051 0.23537 2.07389 -1.7 -3.8 -3.4 -0.21
C -0.97819 -0.38915 0.63886 -3.8 -2.7 2.4 -0.26
H -1.12204 1.11930 -0.92828 0.8 -1.3 1.2 0.22
H -2.08013 -0.79602 0.52789 1.9 1.6 -0.3 0.20
H 0.82695 -2.52818 -1.07097 1.8 -0.6 -0.7 0.11
H 1.70780 2.12722 -2.76119 0.8 0.9 -2.6 0.03
H 0.62981 -1.62142 1.33101 0.9 0.0 -0.2 0.11
H 0.28494 1.13078 0.06805 -1.9 -1.6 -1.2 0.21
H -0.72647 -2.66903 1.01546 0.5 1.8 -1.0 0.16
H -0.17266 -0.35941 -2.45891 -0.3 0.3 0.2 0.14
H -0.81938 -2.30234 -1.22485 1.1 1.1 -0.3 0.15
H 1.31503 0.02935 -1.54043 -1.5 -1.2 0.2 0.13
H -1.14036 -0.34116 2.88922 -1.0 -0.9 1.2 0.13
H 2.05184 2.59509 -1.30981 0.6 0.7 -0.2 0.07
```
Positions in Å, forces in eV/Å.

=====

C5H12NO2PS | ωB97M-V/def2-TZVPD

Output
SMILES string: CN(C)[P@]1(=S)OCC[C@H]1O
Orbital gap in eV: 9.36
Energy above the lowest of the compared OMol25 structures with the same formula, charge and spin in kcal per mole: 55.4
Lowest unoccupied orbital energy in eV: 0.6

The geometry in XYZ format:
```
22
Properties=species:S:1:pos:R:3:forces:R:3:lowdin_charge:R:1
S -1.49650 1.88587 1.47933 0.9 -0.5 -0.9 0.28
P -0.43138 0.57052 0.45497 -3.7 -0.4 0.9 0.42
O -1.41171 -0.55485 -0.34551 0.5 1.1 -0.2 -0.30
O 0.04542 2.59127 -1.27286 0.9 -0.3 0.2 -0.10
N 0.36635 -0.46390 1.44809 1.2 -0.3 -1.1 -0.38
C 0.58576 -0.37264 2.83165 1.4 1.3 3.1 -0.17
C 0.39163 1.21818 -1.06013 -2.9 0.7 -0.8 -0.41
C 1.09349 -1.50650 0.73013 -1.0 1.1 -2.6 -0.08
C -0.21158 0.34843 -2.21112 -1.2 1.1 -0.5 -0.15
C -1.44161 -0.46559 -1.81426 2.4 -2.0 2.4 -0.18
H 0.58794 -2.44674 0.63027 -0.9 -0.5 0.4 0.07
H 2.03912 -1.76602 1.19163 0.6 0.7 -0.5 0.09
H -0.68404 0.89586 -3.07063 1.6 0.4 0.7 0.14
H 1.43273 1.00948 -0.98632 1.0 0.6 -0.1 0.11
H -1.44960 -1.54360 -2.14146 0.1 1.2 0.0 0.14
H 0.64128 -0.17521 -2.49762 0.9 -1.6 -1.2 0.08
H 0.27671 -1.25967 3.33099 -0.3 -1.1 0.2 0.07
H 1.66393 -0.18355 3.27873 -1.5 -0.3 -1.7 0.12
H 1.00012 -1.09858 -0.39151 1.6 -1.4 2.1 0.10
H -0.00588 0.39586 3.34645 0.0 0.1 -0.7 0.05
H -2.26572 0.05004 -2.18648 -1.9 0.6 -0.1 0.09
H -0.72645 2.87135 -0.74431 0.3 -0.5 0.2 0.03
```
Positions in Å, forces in eV/Å.

=====

C5H12NOPSSi | ωB97M-V/def2-TZVPD

Output
Orbital gap (alpha / beta) in eV: 6.93 / 6.93
Lowest unoccupied orbital energy (alpha / beta) in eV: -0.3 / -0.3

The geometry in XYZ format:
```
22
Properties=species:S:1:pos:R:3:forces:R:3:lowdin_charge:R:1
S 3.94816 -1.96450 -0.01921 -1.8 0.1 -0.4 0.47
P 1.56211 -0.67309 -0.76219 1.9 -0.5 0.3 0.87
Si -1.41949 -0.07641 0.03241 -0.4 -1.4 -0.2 0.44
O 2.44196 0.63733 -0.30308 -0.7 -0.5 -0.3 -0.42
N 0.35048 -0.56236 0.35098 -0.3 1.9 0.4 -0.35
C 3.80337 0.69769 -0.22320 3.1 0.9 0.0 -0.35
C -1.79529 1.70159 -0.26102 -0.4 2.5 0.9 -0.23
C -2.11802 -0.64827 1.71663 -0.7 2.3 -0.7 -0.18
C 4.62335 -0.37775 -0.01614 -1.1 0.7 0.1 -0.65
C -2.19277 -0.92160 -1.54583 -1.0 -2.9 3.0 -0.20
H -1.33613 2.19019 -1.19313 -0.9 -0.8 1.3 0.06
H -3.33347 -1.10098 -1.45624 1.6 0.6 0.4 0.05
H -3.02408 -1.23998 1.53821 0.2 0.2 0.5 0.03
H -1.56819 2.36801 0.64521 0.3 -0.9 -1.2 0.05
H -2.11090 -0.35364 -2.42889 0.8 0.3 -1.2 -0.01
H 4.19460 1.75914 -0.32702 -0.7 -1.5 0.4 0.12
H -2.93811 1.82060 -0.20208 1.4 -0.4 -0.8 0.06
H -2.31720 0.30321 2.33948 0.0 -1.6 -0.9 0.06
H -1.34088 -1.18630 2.20076 0.4 -0.8 0.5 0.00
H 0.69805 0.03197 1.15857 -0.6 -1.0 -0.9 0.08
H -1.82588 -2.02973 -1.50845 -0.2 2.0 -0.9 0.06
H 5.69833 -0.37510 0.26422 -0.9 0.8 -0.5 0.06
```
Positions in Å, forces in eV/Å.